Record 1
The following is a DFT calculation (ωB97M-V/def2-TZVPD) of C18H28N2P2SbSe4Tc as an isolated structure.

Geometry as XYZ:
```
56
Properties=species:S:1:pos:R:3:forces:R:3:nbo_charge:R:1
Tc -0.370672 0.494629 1.011666 -0.089 0.413 0.879 -0.1573
C 2.667667 -0.915653 -0.446412 -0.002 0.013 -0.002 -0.9482
P 1.431183 -1.142867 0.858728 0.038 -0.166 -0.175 1.1208
C 0.660899 -2.759817 0.408080 -0.113 0.122 -0.053 -0.1517
N 1.426221 -3.806709 0.238103 0.078 -0.006 0.032 -0.3850
C 0.823846 -5.003141 0.044032 0.026 0.046 0.005 0.1891
C 1.615922 -6.163355 -0.126508 0.034 -0.008 -0.008 -0.2013
C 1.006592 -7.374065 -0.253596 -0.049 -0.069 -0.008 -0.1771
C -0.409689 -7.485711 -0.220698 0.048 -0.033 -0.008 -0.1738
C -1.195421 -6.383555 -0.069759 -0.025 -0.016 -0.008 -0.1847
C -0.588780 -5.111791 0.055929 -0.044 0.097 0.015 0.0921
N -1.362927 -4.001678 0.137306 0.096 -0.023 0.000 -0.3883
C -0.751696 -2.849928 0.272055 0.108 -0.029 0.017 -0.0571
P -1.713617 -1.303431 0.110971 -0.226 -0.233 -0.109 1.0737
C -3.241907 -1.689297 1.016198 0.065 0.049 0.079 -0.9633
C -2.204239 -1.277729 -1.693390 -0.036 0.008 -0.027 -0.2872
C -3.035990 -0.013623 -1.949109 0.001 -0.038 -0.041 -0.6295
C -0.939006 -1.301483 -2.558134 -0.033 -0.031 -0.014 -0.6228
C -3.058519 -2.500957 -2.044056 -0.050 -0.002 -0.068 -0.6242
C 2.400312 -1.468534 2.423733 -0.087 0.033 -0.041 -0.3035
C 3.051683 -2.855790 2.484876 0.063 0.063 0.021 -0.6097
C 1.419793 -1.332886 3.591751 -0.013 0.081 0.143 -0.6289
C 3.528817 -0.430735 2.503190 0.082 -0.031 0.049 -0.6340
H 3.327294 -1.782850 -0.466179 0.025 -0.010 -0.006 0.2567
H 3.239192 -0.010195 -0.251245 -0.006 0.011 -0.023 0.2624
H 2.167931 -0.816942 -1.408553 -0.021 -0.003 -0.006 0.2566
H 2.693516 -6.058101 -0.137183 -0.047 0.015 0.001 0.2350
H 1.605634 -8.267297 -0.376235 -0.036 0.012 -0.002 0.2330
H -0.866104 -8.461753 -0.323114 0.028 0.014 0.006 0.2331
H -2.275975 -6.444682 -0.053282 0.029 0.010 0.002 0.2362
H -3.618969 -2.666848 0.725849 0.022 -0.030 -0.032 0.2691
H -3.988529 -0.920840 0.819946 -0.026 -0.018 -0.007 0.2584
H -3.031538 -1.703582 2.086284 -0.006 0.019 0.021 0.2526
H -2.508642 0.900245 -1.684485 0.037 0.030 0.024 0.2286
H -3.982799 -0.041996 -1.404673 0.046 0.006 -0.003 0.2163
H -3.276916 0.034519 -3.015011 0.010 -0.019 0.059 0.2313
H -0.285876 -0.447490 -2.379515 -0.011 -0.033 0.005 0.2141
H -1.233999 -1.271799 -3.610098 0.004 0.006 0.041 0.2352
H -0.366929 -2.221415 -2.408049 -0.014 0.033 0.011 0.2138
H -4.004396 -2.515029 -1.501847 0.029 0.005 0.003 0.2165
H -2.542319 -3.442618 -1.868379 -0.011 0.031 -0.003 0.2302
H -3.298011 -2.440994 -3.109406 0.003 0.004 0.038 0.2290
H 2.331489 -3.660561 2.610537 -0.050 0.003 0.000 0.2174
H 3.710257 -2.851803 3.358322 -0.031 -0.041 -0.022 0.2251
H 3.662655 -3.076077 1.609653 -0.039 0.024 0.008 0.2228
H 0.573229 -2.016874 3.480049 -0.027 -0.030 0.008 0.2086
H 1.032635 -0.314996 3.711410 0.089 -0.227 -0.029 0.2206
H 1.930035 -1.601124 4.520428 -0.030 0.011 -0.020 0.2368
H 4.350810 -0.709568 1.841852 -0.016 0.023 0.002 0.2180
H 3.919334 -0.422518 3.523581 -0.006 -0.015 -0.013 0.2317
H 3.218737 0.583286 2.263700 -0.066 0.024 -0.006 0.2341
Se -2.265349 3.707352 1.481384 0.307 0.103 -0.180 -0.1011
Sb 0.299889 3.651933 0.793314 -0.235 0.016 0.045 0.8229
Se -2.517163 1.502620 1.897343 0.057 -0.346 -0.214 0.0353
Se 0.095328 1.724107 -0.927513 0.093 0.180 -0.188 -0.1794
Se 0.959078 2.048200 2.565454 0.027 -0.049 -0.202 -0.4492
```
Forces are in eV/Å.

Values from the calculation:
Highest occupied orbital energy (spin up / spin down), eV: -10.79 / -10.67
Kohn-Sham gap (spin up / spin down), hartree: 0.23526 / 0.20195
Net charge: +1
Multiplicity: 4
M, g/mol: 869.98
Max |F|, Eh/bohr: 0.019
<S²>: 3.799

***

Record 2
The following is a DFT calculation (ωB97M-V/def2-TZVPD) of an isolated ion of composition C18H28N4 and charge +2 in a non-equilibrium geometry.

Geometry as XYZ:
```
50
Properties=species:S:1:pos:R:3:forces:R:3:nbo_charge:R:1
C 0.887647 -0.330512 -5.541934 0.923 -0.218 -1.507 -0.6154
C 0.631405 -1.807030 -5.339541 -0.110 0.180 0.494 -0.3827
C 1.386961 -2.275798 -4.041859 0.231 -0.250 -0.510 -0.4990
C 1.000924 -1.601713 -2.752591 0.961 1.313 0.502 0.5542
N 1.750417 -0.653631 -2.023008 -1.055 -1.303 -0.352 -0.3189
C 3.131568 -0.143673 -2.267771 0.122 0.380 -0.997 -0.4253
C 0.976811 -0.279313 -0.912214 0.093 0.357 0.657 0.1438
C 1.257079 0.608160 0.179383 -0.024 -1.399 -1.343 -0.2415
C 0.220519 0.763329 1.077543 0.387 0.055 -0.747 0.1959
C -1.040060 0.182715 0.900492 -0.155 0.086 -0.002 0.1223
C -1.302278 -0.706351 -0.141799 -0.884 -0.582 0.201 -0.2338
C -0.250135 -0.982553 -1.023329 0.174 1.432 1.101 0.1867
N -0.181396 -1.788893 -2.141839 0.486 0.397 0.011 -0.3203
C -1.311771 -2.579207 -2.625721 -0.260 0.314 -0.544 -0.4212
N -1.843849 0.696923 1.933822 1.548 0.660 1.112 -0.3157
C -3.233040 0.340567 2.149605 -0.987 1.335 -0.518 -0.4203
C -1.051517 1.510340 2.749963 -0.917 -0.890 -1.115 0.5634
C -1.461228 2.208233 4.041900 -0.871 0.419 -1.758 -0.4704
C -1.433726 1.257321 5.207724 0.944 -0.364 0.521 -0.3924
C 0.007936 0.954293 5.636986 -0.506 0.013 0.640 -0.6226
N 0.168469 1.551907 2.206983 0.242 0.384 0.497 -0.3260
C 1.258355 2.382601 2.739991 0.058 -0.089 1.437 -0.4314
H 0.557721 0.226764 -4.704215 -0.525 0.811 0.810 0.1881
H 0.358898 -0.015566 -6.449299 0.137 0.262 0.319 0.2462
H 1.970679 -0.102258 -5.690753 -0.720 -0.260 0.052 0.2127
H 0.980872 -2.360045 -6.226726 0.053 -0.070 0.635 0.2486
H -0.470096 -1.962540 -5.297917 0.722 -0.140 0.248 0.2095
H 1.291580 -3.353847 -3.940849 -0.320 -0.204 0.350 0.2668
H 2.464697 -2.167209 -4.202158 -0.137 0.374 0.059 0.2580
H 3.191912 0.315853 -3.286957 -0.180 -0.490 0.831 0.2469
H 3.891675 -0.934240 -2.197365 -0.454 0.121 0.081 0.2455
H 3.399861 0.665878 -1.556739 -0.544 -0.705 -0.313 0.2401
H 2.233557 1.050237 0.331751 -0.148 0.055 -0.140 0.2522
H -2.291761 -1.193826 -0.227288 0.729 0.367 -0.054 0.2558
H -1.798984 -3.109521 -1.807781 0.079 0.252 0.027 0.2421
H -2.009803 -1.918212 -3.174899 0.222 -0.353 0.481 0.2395
H -0.946473 -3.312944 -3.322090 0.145 -0.293 -0.210 0.2450
H -3.498882 0.471229 3.194987 -0.009 0.032 -0.062 0.2415
H -3.913088 0.966393 1.500667 0.757 -0.504 0.749 0.2400
H -3.395221 -0.677520 1.875874 0.037 -0.786 -0.065 0.2312
H -2.506015 2.530592 3.891941 0.370 0.103 -0.080 0.2602
H -0.855293 3.125568 4.175184 -0.253 -0.597 0.014 0.2561
H -1.953949 0.328559 4.907919 0.127 0.355 0.481 0.2078
H -1.933615 1.724990 6.056317 -0.283 -0.119 -0.178 0.2467
H 0.609486 1.853493 5.825584 -0.279 -0.119 -0.131 0.2133
H 0.504215 0.310636 4.941189 0.472 -0.315 -0.635 0.1965
H -0.011736 0.399981 6.565757 0.039 -0.114 0.277 0.2487
H 2.219437 2.317226 2.224074 -0.558 -0.265 -0.244 0.2470
H 0.920587 3.404684 2.780883 0.036 0.453 -0.377 0.2363
H 1.420650 2.107933 3.800123 0.086 -0.083 -0.703 0.2480
```
Forces are in eV/Å.

Values from the calculation:
Highest occupied orbital energy, eV: -15.24
Kohn-Sham gap, hartree: 0.32024
Net charge: +2
M, g/mol: 300.45
Max |F|, Eh/bohr: 0.039

***

Q: Which of these has the highest max |F|?
A: C18H28N4

***

Q: What is the net charge in the second record?
A: +2

***

Q: Look up the M of the second one.
A: 300.45 g/mol